{
  "formula": "C7H14O",
  "method": "the ωB97M-V functional and the def2-TZVPD basis",
  "total_charge": -1,
  "spin_multiplicity": 2,
  "max_force_ev_per_a": 2.2,
  "e_homo_ev": [0.693, -2.867],
  "s_squared": 0.77,
  "relative_energy_kcal_mol": 20.20,
  "homo_lumo_gap_ev": [2.962, 6.414],
  "elements": ["C", "C", "C", "C", "C", "C", "C", "H", "H", "H", "H", "H", "H", "H", "H", "H", "H", "H", "H", "H", "H", "O"],
  "coordinates": [[1.37396, 2.77962, 0.28409], [0.77235, 1.45449, 0.77920], [0.15787, 0.60317, -0.29447], [-0.54818, -0.54847, 0.00721], [-1.07902, -0.78230, 1.34093], [-2.40223, -1.17286, 1.43947], [0.45502, 0.85094, -1.73515], [0.92245, 3.05925, -0.67341], [2.44567, 2.82535, 0.06626], [1.10990, 3.47788, 1.06544], [1.55733, 0.88006, 1.31176], [0.04463, 1.69781, 1.59831], [-0.84499, -1.36430, -0.64278], [-0.45733, -0.54855, 2.19863], [-2.85774, -1.29162, 2.43142], [-2.95572, -1.36254, 0.52947], [0.13570, 1.82097, -2.08407], [-0.11846, 0.13558, -2.37659], [1.53915, 0.66780, -1.99790], [-0.11182, -4.95515, -1.40580], [0.48564, -3.69177, -1.15897], [0.37580, -4.53537, -0.68304]],
  "forces_ev_per_angstrom": [[-0.42, -0.13, -0.32], [-0.06, -0.24, 0.10], [-0.40, -0.49, -0.70], [0.31, -0.12, 2.16], [-0.50, -0.19, -1.21], [0.78, -0.02, 1.25], [0.57, -1.23, -0.64], [-0.24, 0.28, 0.40], [0.03, -0.38, 0.42], [0.30, 0.81, -0.14], [0.08, -0.01, 0.01], [0.25, -0.32, -0.67], [-0.23, 0.68, -0.90], [-0.31, 0.27, 0.23], [-0.05, -0.25, -0.51], [-0.25, 0.03, 0.12], [0.23, 0.54, -0.20], [0.37, 0.36, 0.59], [-0.48, 0.42, -0.05], [-0.12, -0.70, 0.46], [0.37, 0.29, 1.01], [-0.24, 0.42, -1.39]]
}


{
  "formula": "C15H17IMoN2",
  "method": "the ωB97M-V functional and the def2-TZVPD basis",
  "total_charge": 2,
  "spin_multiplicity": 3,
  "max_force_ev_per_a": 1.8,
  "e_homo_ev": [-15.571, -15.569],
  "s_squared": 2.06,
  "relative_energy_kcal_mol": 4.48,
  "homo_lumo_gap_ev": [6.272, 6.848],
  "elements": ["C", "C", "H", "H", "H", "H", "H", "H", "Mo", "C", "H", "H", "H", "I", "C", "C", "N", "C", "C", "C", "C", "C", "C", "C", "C", "C", "N", "C", "H", "H", "H", "H", "H", "H", "H", "H"],
  "coordinates": [[0.39199, -1.19009, -4.03016], [0.27038, 0.31078, -3.96812], [1.44007, -1.50450, -3.97819], [-0.04066, -1.58162, -4.96220], [-0.18076, -1.68419, -3.21764], [0.75252, 0.70783, -3.05099], [0.70917, 0.82818, -4.83217], [-0.76321, 0.64104, -4.04664], [-0.15372, -0.45415, -1.37780], [-1.53712, 0.95130, -2.19903], [-0.98378, 1.79770, -2.65165], [-2.22066, 1.24240, -1.39901], [-2.13403, 0.47101, -2.98568], [-2.25949, -2.12318, -1.32608], [0.74159, -3.36637, 1.90071], [0.79223, -2.73687, 0.64723], [0.53431, -1.41567, 0.51724], [0.57474, -0.67555, 1.66249], [0.65386, -1.22625, 2.97017], [0.67352, -2.62537, 3.07964], [0.47420, -0.30148, 4.04181], [0.27773, 1.04344, 3.81743], [0.14977, 1.61666, 2.52027], [-0.18637, 2.95005, 2.26055], [-0.31482, 3.32893, 0.94171], [-0.06189, 2.39504, -0.07434], [0.07877, 1.05386, 0.14511], [0.32212, 0.69874, 1.44676], [0.76704, -4.45524, 1.98596], [0.97738, -3.26165, -0.29151], [0.60793, -3.06501, 4.08302], [0.46226, -0.69923, 5.06035], [0.11141, 1.67672, 4.68426], [-0.38242, 3.63010, 3.07641], [-0.53934, 4.35256, 0.67947], [-0.00473, 2.67008, -1.12938]],
  "forces_ev_per_angstrom": [[0.58, -0.01, -0.37], [-0.37, -0.02, -1.30], [-0.22, -0.10, 0.03], [-0.04, -0.05, 0.45], [-0.17, -0.47, 0.01], [0.24, 0.49, -0.03], [0.76, -0.25, 0.47], [0.67, -0.34, -0.15], [0.35, -0.51, -0.57], [-1.07, 0.57, 1.08], [-0.64, -0.26, 0.77], [0.02, 0.26, -0.14], [0.09, -0.04, 0.47], [0.79, 0.55, 0.24], [0.51, -0.30, 0.69], [-0.78, 0.54, -0.09], [0.67, -0.72, 0.40], [-0.77, -0.45, 0.13], [-0.46, 0.93, -1.15], [-0.03, -0.01, -0.51], [0.11, 0.77, 0.29], [-0.16, -0.87, 1.07], [0.69, -1.57, -0.40], [-0.33, -0.33, -0.51], [0.75, -0.14, -0.26], [-0.49, -0.90, -0.30], [0.58, 1.76, 0.05], [-1.02, 0.78, 0.13], [0.16, 0.37, -0.33], [-0.38, -0.23, 0.42], [0.07, -0.09, -0.60], [0.09, 0.27, -0.31], [0.10, 0.02, -0.14], [0.04, 0.10, 0.03], [0.06, 0.00, -0.12], [-0.38, 0.24, 0.55]]
}


{
  "formula": "C4H10O3",
  "method": "the ωB97M-V functional and the def2-TZVPD basis",
  "spin_multiplicity": 1,
  "max_force_ev_per_a": 1.9,
  "e_homo_ev": -9.317,
  "relative_energy_kcal_mol": 47.76,
  "homo_lumo_gap_ev": 10.092,
  "elements": ["C", "C", "O", "C", "C", "O", "H", "H", "H", "H", "H", "H", "H", "H", "O", "H", "H"],
  "coordinates": [[2.08437, -1.23631, -0.22995], [0.97842, -0.40454, -0.91091], [0.00000, 0.00000, 0.00000], [0.56120, 0.60658, 1.17392], [1.55883, -0.34510, 1.83118], [2.60295, -0.53688, 0.90852], [2.96334, -1.31679, -0.89807], [1.62446, -2.24057, -0.15638], [0.38756, -0.95185, -1.67037], [1.48806, 0.43493, -1.42179], [1.10744, 1.52536, 0.88598], [-0.13114, 0.87045, 1.99639], [1.95059, 0.22095, 2.69809], [1.04571, -1.24521, 2.22102], [4.59547, 3.21765, -0.67925], [4.26631, 2.54238, -0.04372], [5.57522, 3.17970, -0.59617]],
  "forces_ev_per_angstrom": [[0.13, 0.34, -1.66], [0.69, 0.10, -0.67], [-0.71, 0.74, 1.48], [0.61, -0.31, 0.37], [-0.44, 1.73, 0.50], [-0.44, -1.83, -0.08], [-0.58, -0.09, 0.14], [0.64, 0.14, 1.26], [0.73, -0.04, 0.25], [-0.43, 0.17, 0.27], [-0.19, -0.26, 0.06], [-0.59, -0.18, -1.12], [0.16, -0.48, -0.29], [0.45, 0.01, -0.51], [0.66, -0.71, 0.73], [0.39, 0.66, -0.66], [-1.07, 0.00, -0.06]]
}


> Which formula does entry 1 have?

C7H14O